Entry 1:
Here is a structure of composition C28H30AsIrO2PS3 from the Open Molecules 2025 dataset. Energies are from ωB97M-V with the def2-TZVPD basis set.

Each line ends with the Löwdin charge.
Element x y z (Å)
Ir: -0.485 0.015 -0.188  0.507
C: 1.403 0.212 2.083  -0.110
C: 0.732 1.318 1.549  -0.195
C: -0.640 1.491 1.801  -0.198
C: -1.326 0.526 2.545  -0.147
C: -0.648 -0.572 3.068  -0.083
C: 0.714 -0.724 2.847  -0.073
H: 2.469 0.114 1.933  0.116
H: 1.291 2.099 1.048  0.118
H: -1.132 2.410 1.503  0.112
H: -2.381 0.646 2.742  0.100
H: -1.182 -1.297 3.660  0.116
H: 1.241 -1.554 3.291  0.115
C: -5.962 3.608 -0.911  -0.057
C: -5.138 2.428 -0.436  -0.283
O: -3.792 2.579 -0.930  -0.341
P: -2.920 1.326 -1.374  -0.078
S: -1.064 2.064 -1.675  0.433
S: -3.166 -0.223 -0.108  0.344
O: -3.522 0.788 -2.754  -0.366
C: -3.614 1.656 -3.896  -0.282
C: -4.844 1.256 -4.684  -0.052
H: -6.962 3.555 -0.488  0.086
H: -6.040 3.608 -1.995  0.074
H: -5.492 4.535 -0.594  0.085
H: -5.550 1.477 -0.788  0.105
H: -5.085 2.406 0.656  0.120
H: -2.704 1.535 -4.492  0.121
H: -3.678 2.696 -3.562  0.113
H: -4.781 0.209 -4.968  0.071
H: -4.914 1.870 -5.576  0.087
H: -5.738 1.398 -4.083  0.080
S: 1.772 -0.276 -1.335  0.616
C: 1.458 -0.898 -2.929  -0.698
C: 2.386 -0.658 -3.946  -0.104
C: 2.171 -1.171 -5.211  -0.064
C: 1.038 -1.930 -5.478  -0.070
C: 0.111 -2.168 -4.476  -0.098
C: 0.311 -1.668 -3.197  -0.409
As: -0.839 -2.042 -1.688  1.248
C: 0.236 -3.389 -0.797  -0.400
C: 1.110 -4.217 -1.492  -0.082
C: 1.866 -5.152 -0.808  -0.057
C: 1.741 -5.270 0.567  -0.063
C: 0.877 -4.441 1.266  -0.072
C: 0.131 -3.494 0.587  -0.131
C: -2.277 -3.103 -2.479  -0.350
C: -3.110 -2.510 -3.425  -0.119
C: -4.129 -3.243 -4.007  -0.063
C: -4.329 -4.565 -3.639  -0.061
C: -3.515 -5.152 -2.684  -0.062
C: -2.493 -4.423 -2.098  -0.081
H: 3.265 -0.069 -3.730  0.105
H: 2.889 -0.983 -5.992  0.111
H: 0.884 -2.344 -6.462  0.108
H: -0.775 -2.760 -4.676  0.099
H: 1.198 -4.119 -2.570  0.112
H: 2.553 -5.787 -1.352  0.114
H: 2.324 -6.010 1.093  0.110
H: 0.780 -4.534 2.338  0.108
H: -0.550 -2.832 1.120  0.082
H: -2.954 -1.470 -3.692  0.092
H: -4.772 -2.787 -4.745  0.108
H: -5.123 -5.136 -4.094  0.111
H: -3.677 -6.178 -2.393  0.112
H: -1.858 -4.879 -1.345  0.104

The HOMO-LUMO gap (spin up / spin down) is 5.459 / 5.555 eV. The value obtained for the largest force on an atom is 3.4 eV/Å. Its total charge is +1. For the energy, the calculation gives -5111.31479 a.u. The spin multiplicity is 1.

Entry 2:
Here is a structure of composition C28H30BBr2ClF4GeNO3PRuS2Se from the Open Molecules 2025 dataset. Energies are from ωB97M-V with the def2-TZVPD basis set.

Each line ends with the Mulliken spin population.
Element x y z (Å)
Ru: -0.196 0.259 -0.056  2.560
Br: 4.314 2.481 0.393  0.005
C: 3.062 2.034 1.729  0.063
C: 3.411 2.169 3.067  -0.029
C: 2.534 1.806 4.063  0.051
Br: 3.063 2.030 5.872  0.003
C: 1.264 1.267 3.769  -0.012
C: 0.328 0.799 4.713  0.040
C: -0.873 0.299 4.275  -0.022
C: -1.157 0.262 2.907  0.050
N: -0.287 0.669 2.001  -0.017
C: 0.908 1.166 2.402  -0.044
C: 1.800 1.553 1.344  -0.009
O: 1.416 1.431 0.125  0.013
H: 4.390 2.545 3.325  -0.001
H: 0.563 0.832 5.766  0.003
H: -1.610 -0.056 4.976  0.000
H: -2.119 -0.083 2.548  -0.005
C: 1.323 6.650 -1.908  0.004
Ge: 0.732 4.751 -2.110  0.049
C: -0.583 4.717 -3.591  0.004
C: 2.348 3.653 -2.398  0.004
C: -0.033 4.541 -0.201  -0.009
Se: -1.295 3.183 0.269  0.834
C: -2.707 3.755 -0.915  0.002
H: 1.824 6.989 -2.808  0.001
H: 2.028 6.751 -1.089  0.000
H: 0.491 7.324 -1.723  0.000
H: -0.045 5.058 -4.472  0.002
H: -1.417 5.389 -3.420  -0.001
H: -0.962 3.725 -3.800  -0.002
H: 2.664 3.755 -3.433  0.002
H: 2.164 2.602 -2.205  0.000
H: 3.155 4.004 -1.762  0.000
H: -0.494 5.503 0.026  0.036
H: 0.828 4.415 0.454  -0.006
H: -2.584 3.219 -1.853  0.017
H: -2.623 4.829 -1.068  0.010
H: -3.660 3.477 -0.471  0.006
F: 0.006 -0.055 -2.261  0.007
B: -0.487 1.094 -2.960  0.001
F: -1.823 0.942 -3.200  -0.001
F: 0.235 1.379 -4.058  0.000
F: -0.332 2.130 -1.989  -0.020
S: -0.393 -3.053 -2.323  0.015
P: 0.273 -3.371 -0.472  0.004
S: 1.188 -1.841 0.507  0.345
C: -1.097 -4.055 0.523  -0.005
C: -1.775 -3.290 1.459  0.008
C: -2.884 -3.822 2.096  0.001
C: -3.298 -5.114 1.811  0.001
C: -2.603 -5.882 0.889  0.000
C: -1.510 -5.350 0.232  0.001
C: 1.566 -4.658 -0.470  0.011
C: 1.770 -5.410 0.680  0.001
C: 2.772 -6.363 0.701  -0.001
C: 3.576 -6.554 -0.413  0.006
C: 3.384 -5.785 -1.548  -0.002
C: 2.376 -4.836 -1.581  0.008
H: -1.435 -2.283 1.667  -0.006
H: -3.440 -3.229 2.807  0.000
H: -4.173 -5.521 2.297  0.000
H: -2.923 -6.890 0.670  0.000
H: -0.972 -5.926 -0.509  0.000
H: 1.148 -5.235 1.549  -0.002
H: 2.933 -6.958 1.589  0.000
H: 4.353 -7.305 -0.395  0.000
H: 4.023 -5.928 -2.406  0.000
H: 2.215 -4.229 -2.460  0.000
Cl: -5.476 0.118 -0.909  0.000
C: -3.944 -0.573 -1.437  0.002
C: -2.797 -0.105 -0.552  0.012
O: -2.787 1.023 -0.044  0.047
O: -1.872 -0.943 -0.359  -0.037
H: -3.747 -0.216 -2.450  0.000
H: -4.018 -1.658 -1.419  0.001

The expectation value of S² is 6.03. The HOMO-LUMO gap (spin up / spin down) is 6.238 / 3.861 eV. The value obtained for the largest force on an atom is 2.2 eV/Å. For the energy, the calculation gives -13109.18683 a.u. The spin multiplicity is 5.